(1)
34
Properties=species:S:1:pos:R:3:forces:R:3 method="wB97M-V/def2-TZVPD" e_lumo_ev="-14.720 / -14.723" de_lowest_kcal_mol=0.0 charge=+3 homo_lumo_gap_ha="0.117 / 0.117"
I 0.00699 -1.25518 -3.62250 0.000 0.285 0.509
I -0.02839 3.66202 -2.54738 0.027 -1.495 1.016
Pb 0.00557 1.18375 -0.84008 -0.042 0.729 1.345
P -2.51359 0.15602 -0.08698 -1.860 -0.055 -0.021
C -3.45710 -0.07647 -1.63807 0.391 -0.006 -0.374
C -2.60707 -1.38411 0.86161 1.150 -0.369 -0.022
H -3.66070 -1.58674 1.16895 0.673 0.307 -0.254
H -4.45592 1.10824 1.06272 0.526 -0.180 -0.154
H -1.93279 -1.29943 1.73591 -0.572 -0.004 -0.100
H -2.85881 1.58335 1.82305 -0.465 -0.050 -0.419
H -3.11811 -0.99656 -2.15744 -0.251 0.533 0.236
H -2.19769 -2.21763 0.26205 -0.524 0.271 0.232
C -3.40956 1.41775 0.87504 0.927 0.676 0.089
H -4.54642 -0.16143 -1.41691 0.710 0.017 0.111
H -3.41963 2.36354 0.30599 -0.054 -0.299 0.255
H -3.31017 0.80259 -2.29347 -0.124 -0.414 0.210
P 2.51321 0.13700 -0.07662 1.950 -0.039 -0.038
C 3.46703 -0.09598 -1.62366 -0.401 -0.001 -0.393
C 3.41354 1.39148 0.89288 -0.919 0.688 0.095
H 1.92660 -1.31935 1.74393 0.579 -0.002 -0.110
H 3.65268 -1.61584 1.17746 -0.660 0.325 -0.264
H 2.18611 -2.23561 0.26904 0.528 0.266 0.230
C 2.60107 -1.40525 0.86931 -1.199 -0.386 -0.014
H 2.86123 1.55437 1.84081 0.470 -0.049 -0.420
H 4.46022 1.08046 1.08233 -0.562 -0.180 -0.165
H 4.55625 -0.18594 -1.39925 -0.745 0.018 0.116
H 3.32658 0.78567 -2.27792 0.124 -0.426 0.220
H 3.42627 2.34036 0.32842 0.054 -0.308 0.259
H 3.12506 -1.01267 -2.14873 0.265 0.546 0.254
C -0.00203 -1.52418 -1.39503 -0.017 -4.088 -0.652
O -0.00660 -2.61613 -0.96511 0.012 3.771 -0.330
S 0.02245 -0.62890 3.70109 -0.021 0.403 -0.201
C -0.00423 0.58041 2.64537 0.016 0.066 -0.562
N -0.02206 1.47043 1.84318 0.016 -0.550 -0.683

---

(2)
24
Properties=species:S:1:pos:R:3:forces:R:3 method="wB97M-V/def2-TZVPD" e_lumo_ev=0.421 de_lowest_kcal_mol=26.0 homo_lumo_gap_ha=0.390
C 1.12990 -1.78595 -0.46778 1.642 0.741 1.452
C 0.66077 -0.55340 -0.25686 -0.956 0.777 -1.424
C 1.01794 0.51853 0.71459 -0.071 -0.687 1.558
C 1.43575 1.80627 0.01993 -0.134 -0.365 -0.226
H 1.18647 -2.44224 -1.32388 -1.152 0.094 -0.178
H 1.86800 -2.05921 0.28882 0.066 -0.288 -0.121
H -0.09784 -0.06363 -0.87946 0.106 -0.714 -0.679
H 1.74037 0.18998 1.47801 0.038 0.061 -0.349
H 0.10561 0.75993 1.27035 -0.069 -0.065 0.132
H 2.28988 1.61236 -0.62815 0.096 0.318 0.032
H 1.64644 2.55866 0.77649 0.185 0.075 -0.121
H 0.59816 2.16052 -0.58810 0.160 0.070 -0.039
O -2.40261 1.31047 2.37928 -0.169 0.359 -0.828
H -2.74973 1.27365 1.46506 0.299 0.393 0.455
H -2.63864 0.45559 2.72127 -0.056 -0.614 0.411
O 3.02269 -0.21512 -2.54559 0.480 0.235 0.001
H 2.77732 -0.34169 -3.45821 -0.030 0.008 -0.469
H 2.31765 -0.62433 -2.05019 -0.360 -0.157 0.413
O -2.66603 0.77019 -0.52634 0.364 -0.319 0.702
H -2.53434 0.00328 0.06585 0.131 0.000 -0.396
H -3.51319 0.58194 -0.91811 -0.515 0.050 -0.383
O -1.98233 -1.69076 0.98090 0.499 0.222 -0.139
H -2.14892 -2.61844 0.81796 -0.387 -0.329 0.013
H -1.06332 -1.60658 0.66416 -0.169 0.135 0.185

---

(3)
21
Properties=species:S:1:pos:R:3:forces:R:3 method="wB97M-V/def2-TZVPD" e_lumo_ev=0.844 de_lowest_kcal_mol=88.5 homo_lumo_gap_ha=0.373
C -0.87570 1.11642 -2.51623 0.986 -0.738 -0.664
O -0.61661 1.03337 -1.18596 -0.228 0.109 0.244
C -0.28643 -0.19983 -0.77520 0.817 -0.432 -0.758
C 0.17056 -0.22826 0.69821 0.194 -0.122 -0.249
C 0.90321 -1.55697 0.87686 0.106 -0.122 0.034
C 1.11728 0.94692 0.97360 0.059 0.010 -0.053
C -1.00326 -0.16426 1.71241 -0.030 -0.022 -0.239
H 0.25528 0.24241 -2.91121 -1.752 1.849 0.259
H -1.03985 2.18888 -2.74333 0.505 -0.773 -0.393
H -1.71079 0.48875 -2.85120 0.111 0.087 0.050
H 0.64295 -0.48426 -2.06993 -0.921 0.247 2.216
H -1.00530 -0.98044 -1.05278 -0.015 0.088 0.163
H 0.23723 -2.39959 0.65261 0.116 0.097 0.037
H 1.26201 -1.67275 1.90493 -0.042 0.021 -0.115
H 1.75791 -1.60480 0.19532 -0.061 -0.063 0.120
H 0.59958 1.90888 0.89289 0.064 -0.195 -0.017
H 1.94283 0.94508 0.25508 -0.050 0.024 0.085
H 1.53671 0.87268 1.98466 -0.086 -0.046 -0.165
H -1.56338 0.77497 1.63787 0.114 -0.137 -0.105
H -0.61843 -0.23188 2.74343 0.016 0.012 -0.385
H -1.70580 -0.99530 1.57798 0.099 0.107 -0.065

---

(4)
13
Properties=species:S:1:pos:R:3:forces:R:3 method="wB97M-V/def2-TZVPD" e_lumo_ev=1.121 de_lowest_kcal_mol=91.9 homo_lumo_gap_ha=0.356
C 0.90965 1.99648 0.98118 -1.884 -0.886 1.318
C 0.73783 1.45124 -0.19381 -1.204 -0.573 -1.026
N -0.45120 0.72911 -0.53667 -1.386 -2.170 0.842
N -0.84150 -0.17530 0.29557 1.437 2.736 -0.835
N -1.98009 -0.79635 0.06420 -0.284 2.125 -1.448
H 0.12894 1.81972 1.73501 0.397 -0.047 -0.288
H 1.68203 2.59904 1.30240 1.708 1.187 0.155
H 1.30236 1.68664 -1.09007 0.318 -0.159 0.219
H -2.08118 -1.54502 0.68228 -0.423 -1.271 0.470
H -2.47400 -0.74643 -0.84930 0.730 -0.028 0.967
C 1.06503 -2.28535 -0.72664 -1.827 -0.634 -0.478
N -0.07839 -2.41937 -0.68438 1.485 -0.560 -0.054
H 2.08051 -2.31442 -0.97978 0.931 0.280 0.158

---

(5)
57
Properties=species:S:1:pos:R:3:forces:R:3 method="wB97M-V/def2-TZVPD" e_lumo_ev=0.109 de_lowest_kcal_mol=0.0 homo_lumo_gap_ha=0.276
Li 0.37699 -0.65563 0.88588 -0.031 -0.024 -0.078
C -3.79205 1.33610 5.44606 0.018 0.006 -0.009
C -3.22794 2.28492 4.38128 -0.005 -0.029 -0.005
C -4.17582 3.49252 4.30532 -0.027 0.001 0.019
C -3.26033 1.59122 3.01180 -0.015 0.047 0.002
C -1.79201 2.76508 4.78448 0.024 0.032 -0.022
O -1.87863 3.58115 5.96043 0.001 -0.023 0.038
C -1.11913 3.57174 3.65775 0.048 -0.014 0.002
C 0.18928 4.29565 4.05162 0.003 -0.017 0.018
C 1.44949 3.56191 3.66068 0.004 -0.010 0.014
C 1.79200 3.43585 2.31512 -0.064 0.022 -0.022
C 2.89771 2.70102 1.91684 -0.004 -0.027 0.025
C 3.68357 2.09272 2.88320 -0.015 0.002 -0.015
Cl 5.05682 1.14334 2.39752 0.010 -0.004 -0.001
C 3.39464 2.23405 4.22895 0.006 -0.004 0.017
C 2.28242 2.97365 4.60729 -0.002 0.001 -0.008
C -0.87554 1.64712 5.32710 -0.046 0.033 -0.053
N -0.63810 0.50764 4.45268 -0.034 -0.037 0.071
C 0.02380 0.43770 3.30226 0.013 0.024 -0.038
N -0.04426 -0.79366 2.81152 0.038 0.040 0.079
C -0.77174 -1.45450 3.75053 -0.057 0.013 -0.029
N -1.15259 -0.70809 4.75712 0.012 0.001 -0.028
H -4.85100 1.16045 5.24715 -0.002 -0.003 0.004
H -3.70465 1.77303 6.44234 -0.007 0.003 -0.001
H -3.29234 0.36801 5.44253 0.005 0.001 -0.005
H -5.14932 3.15245 3.94924 0.001 0.002 0.001
H -3.83590 4.26386 3.61278 -0.002 -0.003 -0.008
H -4.34113 3.94364 5.28619 -0.001 -0.001 -0.006
H -4.27990 1.25256 2.81577 -0.002 0.005 0.005
H -2.61944 0.71298 2.96065 0.027 -0.032 0.015
H -2.97454 2.25982 2.19878 0.016 -0.022 0.009
H -2.37421 4.37727 5.74259 0.009 0.002 -0.008
H -1.83698 4.32218 3.32157 0.000 0.004 0.019
H -0.95027 2.93559 2.78644 0.000 0.011 -0.011
H 0.18892 4.48875 5.12565 0.005 0.007 -0.003
H 0.20088 5.27159 3.56204 -0.015 -0.008 -0.019
H 1.17512 3.91658 1.56187 0.031 -0.036 0.013
H 3.13910 2.58567 0.86983 -0.021 0.016 -0.040
H 4.03250 1.77178 4.96989 -0.002 -0.001 -0.001
H 2.06581 3.09301 5.66297 -0.005 0.000 0.004
H -1.30869 1.24081 6.23558 -0.020 0.002 0.006
H 0.08158 2.09314 5.58369 0.008 -0.013 0.002
H 0.52076 1.27132 2.83492 0.037 0.045 0.011
H -1.02800 -2.49842 3.68078 0.013 -0.002 0.019
O 0.96294 2.08243 -0.95812 -0.104 0.060 0.066
B 0.14559 1.31340 -0.07342 0.140 -0.071 -0.034
O -0.88078 2.20966 0.38668 -0.003 0.005 0.026
C -0.65620 3.42998 -0.18075 -0.014 0.031 -0.026
C -1.34726 4.60895 -0.00483 0.010 -0.006 0.003
C -0.86753 5.73221 -0.68142 -0.016 0.000 0.010
C 0.25626 5.65573 -1.49578 0.011 -0.025 -0.004
C 0.94556 4.45394 -1.66846 -0.008 0.010 0.005
C 0.46394 3.35305 -0.99461 0.045 -0.034 -0.023
H -2.22379 4.65435 0.62884 -0.009 0.011 -0.003
H -1.38189 6.67802 -0.57113 0.002 0.000 -0.002
H 0.60415 6.54381 -2.00685 -0.003 0.001 0.001
H 1.82181 4.38299 -2.29884 -0.003 0.008 0.000

---

(6)
11
Properties=species:S:1:pos:R:3:forces:R:3 method="wB97M-V/def2-TZVPD" e_lumo_ev=0.828 de_lowest_kcal_mol=16.5 homo_lumo_gap_ha=0.364
H 2.42349 -1.40505 -0.45010 -0.572 0.136 0.493
N 2.24022 -0.44133 -0.15429 -1.478 -0.596 -0.700
C 0.98767 -0.09364 0.01095 3.761 0.558 0.676
N 0.85303 1.26322 0.08709 1.528 1.098 -0.859
C -0.21720 -0.93702 0.27059 -1.675 -0.915 -2.520
S -1.77145 0.05965 -0.05192 -0.234 -0.715 1.161
H 0.17245 1.70904 0.61053 -1.847 0.449 0.916
H 1.67658 1.88942 -0.03598 -0.708 -1.584 0.057
H -0.34431 -1.29189 1.30403 0.379 0.089 -0.464
H -0.28374 -1.81517 -0.50585 0.480 1.448 1.840
H -1.57685 0.38998 -1.31082 0.365 0.031 -0.600